Entry 1:
Below is a cluster of 2 separate species, C5H15NO in total at a distorted geometry, with properties calculated with wB97M-V/def2-TZVPD.

Each line ends with the Löwdin charge.
Atoms and positions in Å:
1 N -0.077 0.361 0.108  -0.2462
2 C -0.771 -0.734 -0.558  -0.1224
3 C -0.848 2.145 1.541  -0.0935
4 C 2.212 0.583 -0.727  -0.1061
5 C -0.825 0.666 1.323  -0.2950
6 C 1.297 0.043 0.387  -0.2942
7 H -0.248 -0.947 -1.506  0.0798
8 H -1.820 -0.478 -0.785  0.0936
9 H -0.758 -1.646 0.063  0.0903
10 H -1.286 2.686 0.685  0.0814
11 H 0.148 2.569 1.753  0.0765
12 H -1.492 2.302 2.422  0.0740
13 H 2.241 -0.068 -1.617  0.0650
14 H 3.214 0.593 -0.266  0.0686
15 H 1.963 1.608 -1.049  0.0758
16 H -0.329 0.122 2.150  0.1207
17 H -1.805 0.183 1.142  0.1101
18 H 1.690 0.583 1.270  0.1155
19 H 1.622 -1.012 0.465  0.1186
20 O -1.637 -3.466 -2.389  -0.0879
21 H -0.878 -3.581 -1.773  0.0427
22 H -1.613 -2.514 -2.638  0.0328

Its relative energy (zero: lowest compared OMol25 entry of this formula, charge and spin) is 1.396 eV. The calculated total energy is -8964.9622 eV. The value obtained for the lowest unoccupied orbital energy is 0.844 eV. As for the spin multiplicity: 1.



Entry 2:
Below is a structure of composition C34H42BrCl3MgN5OS at a distorted geometry, with properties calculated with wB97M-V/def2-TZVPD.

Each line ends with the Löwdin charge.
Atoms and positions in Å:
1 Mg -0.563 -0.119 -1.432  0.5160
2 C 5.188 0.890 2.643  -0.0451
3 C 3.821 0.437 3.151  -0.5619
4 C 3.435 1.397 4.272  -0.0565
5 C 4.040 -0.938 3.775  -0.0362
6 C 2.840 0.387 2.004  -0.1236
7 C 3.139 -0.316 0.833  0.0134
8 C 2.239 -0.358 -0.183  -0.1108
9 N 1.069 0.295 -0.140  0.0221
10 C 0.788 1.025 0.944  -0.1916
11 C 1.650 1.090 2.020  0.0694
12 C -0.547 1.700 0.929  -0.1929
13 C -0.993 2.514 1.962  0.0667
14 C -2.252 3.086 1.922  -0.1164
15 C -3.043 2.785 0.791  0.0325
16 C -2.508 1.999 -0.205  -0.1045
17 N -1.296 1.452 -0.141  0.0316
18 C -2.788 4.023 2.998  -0.5527
19 C -4.123 3.535 3.554  -0.0459
20 C -1.865 4.195 4.203  -0.0630
21 C -3.014 5.418 2.366  -0.0339
22 H 5.889 0.912 3.482  0.0956
23 H 5.138 1.919 2.263  0.0999
24 H 5.598 0.254 1.866  0.0797
25 H 4.232 1.407 5.013  0.0917
26 H 2.527 1.106 4.822  0.0979
27 H 3.360 2.411 3.893  0.0902
28 H 4.805 -0.872 4.519  0.0834
29 H 4.371 -1.681 3.053  0.0853
30 H 3.130 -1.280 4.248  0.0889
31 H 4.065 -0.868 0.753  0.1228
32 H 2.430 -0.904 -1.093  0.1155
33 H 1.350 1.635 2.904  0.1075
34 H -0.355 2.687 2.819  0.1055
35 H -4.047 3.177 0.699  0.1208
36 H -3.070 1.796 -1.101  0.0979
37 H -4.026 2.590 4.103  0.0975
38 H -4.888 3.424 2.772  0.0862
39 H -4.499 4.286 4.251  0.0919
40 H -1.771 3.269 4.780  0.0951
41 H -2.251 4.920 4.921  0.0934
42 H -0.899 4.567 3.907  0.0793
43 H -3.709 5.382 1.515  0.0865
44 H -2.098 5.877 1.984  0.0938
45 H -3.422 6.079 3.123  0.0868
46 Cl -4.580 0.604 -7.601  0.7160
47 C -3.776 0.109 -6.187  -0.7127
48 C -3.033 1.044 -5.481  -0.1375
49 C -2.381 0.669 -4.330  -0.5587
50 Cl -1.576 1.884 -3.408  0.7951
51 C -2.395 -0.643 -3.797  -0.4684
52 O -1.760 -0.970 -2.698  -0.2601
53 C -3.125 -1.551 -4.580  -0.5618
54 Cl -3.174 -3.225 -4.082  0.7063
55 C -3.824 -1.193 -5.722  -0.1242
56 H -3.015 2.084 -5.808  0.1120
57 H -4.394 -1.936 -6.297  0.1187
58 C -1.010 -5.738 -1.564  -0.0701
59 C -0.125 -4.595 -2.049  -0.2367
60 N -0.506 -3.336 -1.417  -0.0117
61 C -0.332 -3.056 -0.102  -0.7929
62 S -1.226 -1.809 0.616  0.7310
63 N 0.581 -3.786 0.546  0.0131
64 C 1.013 -3.605 1.934  -0.2385
65 C 0.180 -4.486 2.886  -0.0651
66 H -0.735 -6.671 -2.055  0.0796
67 H -2.079 -5.509 -1.778  0.0899
68 H -0.931 -5.906 -0.485  0.0668
69 H -0.293 -4.439 -3.126  0.1153
70 H 0.929 -4.759 -1.911  0.1041
71 H -1.260 -2.797 -1.865  0.0720
72 H 0.956 -4.572 0.051  0.1193
73 H 0.859 -2.552 2.176  0.0748
74 H 2.087 -3.823 1.953  0.1171
75 H -0.800 -4.034 3.022  0.0689
76 H 0.626 -4.614 3.848  0.0628
77 H 0.027 -5.478 2.448  0.0765
78 Br 1.440 -1.656 -6.849  0.7790
79 C 1.722 -0.557 -5.324  -0.6400
80 C 2.667 0.460 -5.340  -0.0855
81 C 2.882 1.193 -4.193  -0.0217
82 C 2.033 0.944 -3.114  -0.1268
83 N 1.109 -0.028 -3.115  0.0073
84 C 0.964 -0.788 -4.197  -0.1720
85 H 3.242 0.640 -6.240  0.1158
86 H 3.632 1.958 -4.180  0.1123
87 H 2.103 1.512 -2.204  0.1062
88 H 0.200 -1.577 -4.146  0.1147

Its relative energy (zero: lowest compared OMol25 entry of this formula, charge and spin) is 0.000 eV. The calculated total energy is -169329.0190 eV. The net charge is +1. The value obtained for the lowest unoccupied orbital energy is -2.986 eV. As for the spin multiplicity: 1.



Entry 3:
Below is a structure of composition C29H38F15GeN4O4STl at a distorted geometry, with properties calculated with wB97M-V/def2-TZVPD.

Each line ends with the Löwdin charge.
Atoms and positions in Å:
1 Tl 0.543 -0.056 0.123  0.9222
2 C -1.242 1.926 3.390  -0.1337
3 O -0.751 0.651 3.058  -0.2655
4 C -1.716 -0.343 3.323  -0.1945
5 C -1.281 -1.703 2.810  -0.2014
6 O -1.797 -1.871 1.507  -0.2219
7 C -1.757 -3.216 1.076  -0.1019
8 H -1.461 1.993 4.466  0.0893
9 H -2.160 2.147 2.837  0.0777
10 H -0.480 2.654 3.123  0.0848
11 H -2.659 -0.089 2.820  0.1299
12 H -1.901 -0.390 4.408  0.1234
13 H -1.696 -2.476 3.474  0.1250
14 H -0.188 -1.793 2.810  0.1099
15 H -0.732 -3.586 1.051  0.0546
16 H -2.196 -3.241 0.079  0.0794
17 H -2.363 -3.850 1.740  0.0929
18 N -0.533 -1.543 -1.645  -0.0198
19 N -0.118 -1.367 -2.953  -0.0358
20 C 1.176 -1.125 -3.239  -0.8679
21 N 1.445 -0.937 -4.572  0.0878
22 S 2.383 -1.106 -2.104  0.7068
23 H -0.455 -2.508 -1.351  0.0746
24 H -1.457 -1.075 -1.440  0.0219
25 H -0.832 -1.054 -3.595  0.1420
26 H 0.700 -0.509 -5.105  0.0792
27 H 2.336 -0.488 -4.711  0.0614
28 C 4.414 1.645 3.181  -0.2470
29 Ge 2.594 0.818 3.078  0.6772
30 C 2.898 -1.079 3.499  -0.2168
31 C 1.681 1.570 4.700  -0.2385
32 C 2.115 1.255 1.248  -0.3385
33 H 4.846 1.487 4.172  0.0000
34 H 4.393 2.718 2.978  0.0023
35 H 5.055 1.174 2.435  0.0055
36 H 3.098 -1.206 4.566  0.0166
37 H 3.752 -1.449 2.934  0.0092
38 H 2.036 -1.686 3.222  -0.0085
39 H 2.354 1.478 5.556  0.0015
40 H 0.766 1.016 4.910  -0.0066
41 H 1.426 2.624 4.574  0.0047
42 H 1.446 2.135 1.257  -0.1054
43 C 1.999 2.116 -5.343  -0.1558
44 C 0.616 2.083 -5.189  -0.1391
45 C 0.047 2.041 -3.926  -0.0446
46 C 0.846 2.036 -2.766  -0.3477
47 C 2.238 2.060 -2.940  -0.0643
48 C 2.801 2.100 -4.206  -0.1234
49 N 0.279 1.996 -1.507  -0.0012
50 C -0.431 3.065 -1.092  -0.3135
51 C -0.308 4.351 -1.693  -0.0412
52 C -0.976 5.452 -1.193  -0.1402
53 C -1.820 5.349 -0.093  -0.1589
54 C -1.987 4.092 0.485  -0.1366
55 C -1.326 2.979 0.006  -0.0686
56 H 2.440 2.150 -6.333  0.0822
57 H -0.025 2.086 -6.065  0.0912
58 H -1.031 2.023 -3.805  0.1079
59 H 2.856 2.037 -2.050  0.1048
60 H 3.881 2.131 -4.310  0.0946
61 H 0.347 4.466 -2.548  0.0966
62 H -0.833 6.420 -1.665  0.0835
63 H -2.341 6.214 0.300  0.0708
64 H -2.671 3.986 1.321  0.0855
65 H -1.506 1.994 0.423  0.0685
66 F 4.017 -2.464 0.702  0.1439
67 C 3.637 -3.691 0.352  -0.5252
68 F 3.829 -3.802 -0.975  0.1114
69 F 4.528 -4.556 0.921  0.1122
70 C 2.126 -3.953 0.790  -0.3947
71 O 1.401 -2.882 0.913  -0.1547
72 C 2.175 -4.746 2.173  -0.5222
73 F 2.977 -4.133 3.063  0.1350
74 F 2.586 -6.038 2.101  0.1188
75 F 0.951 -4.772 2.730  0.1331
76 C 1.529 -4.988 -0.262  -0.5204
77 F 2.369 -5.984 -0.630  0.1267
78 F 1.139 -4.367 -1.385  0.1367
79 F 0.424 -5.595 0.234  0.1273
80 C -4.564 1.143 -0.452  0.0134
81 C -3.830 0.079 -1.300  -0.5210
82 O -2.534 -0.030 -1.071  -0.1566
83 C -4.580 -1.279 -1.058  -0.5307
84 F -4.026 -2.304 -1.738  0.1272
85 F -5.901 -1.271 -1.398  0.1054
86 F -4.542 -1.617 0.243  0.1342
87 C -4.049 0.471 -2.805  -0.5298
88 F -3.490 1.667 -3.056  0.1351
89 F -5.345 0.572 -3.211  0.1073
90 F -3.463 -0.410 -3.652  0.1169
91 H -4.476 0.850 0.594  0.0840
92 H -5.616 1.232 -0.726  0.0817
93 H -4.051 2.093 -0.599  0.0783

Its relative energy (zero: lowest compared OMol25 entry of this formula, charge and spin) is 1.213 eV. The calculated total energy is -157646.9656 eV. The net charge is -2. The value obtained for the lowest unoccupied orbital energy is 4.370 eV. As for the spin multiplicity: 1.



Entry 4:
Below is a structure of composition C21H15AlCl2FeO3Sb at a distorted geometry, with properties calculated with wB97M-V/def2-TZVPD.

Each line ends with the Löwdin spin population.
Atoms and positions in Å:
1 Fe -0.524 -2.788 -5.311  3.6001
2 Al 1.033 -1.086 -2.163  0.0125
3 Cl -0.771 -1.596 -3.424  0.0971
4 Cl 2.963 -0.826 -2.975  0.0009
5 C 1.233 -2.793 -0.865  0.0007
6 C -1.598 -3.343 -6.694  0.0654
7 C 1.116 -3.424 -5.733  0.0758
8 O 1.151 -3.764 -0.242  0.0001
9 O -2.670 -3.518 -7.123  0.0720
10 O 1.930 -4.269 -5.796  0.0668
11 C -1.770 -2.751 3.458  0.0649
12 C -2.505 -2.437 2.305  0.0727
13 C -1.964 -1.569 1.343  0.2983
14 C -0.701 -1.002 1.541  0.0654
15 C 0.002 -1.254 2.721  0.1359
16 C -0.517 -2.154 3.664  0.3183
17 Sb 0.178 0.188 -0.052  0.0007
18 C -1.298 1.758 -0.111  0.0074
19 C -2.074 1.932 -1.265  0.0005
20 C -3.096 2.894 -1.266  0.0038
21 C -3.356 3.640 -0.103  0.0046
22 C -2.576 3.455 1.050  -0.0001
23 C -1.549 2.499 1.046  0.0052
24 C 2.012 1.009 0.751  0.0030
25 C 2.191 2.394 0.736  0.0006
26 C 3.450 2.928 1.043  0.0006
27 C 4.511 2.069 1.376  0.0011
28 C 4.318 0.679 1.394  0.0001
29 C 3.061 0.146 1.071  0.0006
30 H -2.176 -3.445 4.199  -0.0003
31 H -3.505 -2.854 2.148  0.0002
32 H -2.550 -1.342 0.446  0.0111
33 H 0.954 -0.755 2.925  0.0028
34 H 0.058 -2.374 4.567  0.0108
35 H -1.881 1.318 -2.152  0.0000
36 H -3.686 3.061 -2.174  0.0001
37 H -4.162 4.376 -0.097  0.0002
38 H -2.751 4.047 1.953  -0.0001
39 H -0.952 2.341 1.949  -0.0001
40 H 1.357 3.055 0.488  0.0001
41 H 3.593 4.012 1.019  0.0001
42 H 5.489 2.486 1.619  0.0000
43 H 5.127 -0.005 1.663  0.0000
44 H 2.905 -0.939 1.069  0.0000

Its relative energy (zero: lowest compared OMol25 entry of this formula, charge and spin) is 0.000 eV. The calculated total energy is -100683.5144 eV. The expectation value of S² is 8.78. The net charge is +4. The value obtained for the lowest unoccupied orbital energy (spin up / spin down) is -14.227 / -16.611 eV. As for the spin multiplicity: 6.